Formula: C21H16N4O4S
Source: OMol25
Level of theory: ωB97M-V/def2-TZVPD

Output
Kohn-Sham gap: 7.88 eV
E: -47018.4607 eV
charge: 0
HOMO: -0.299 hartree
SMILES string: O=C1[C@@H](Cc2cccc([N+](=O)[O-])c2)S/C(=N\N=C\c2ccco2)N1c1ccccc1
LUMO level: -0.25 eV

Bonds (Å) are listed after each position.
Atoms and positions in Å:
1 O -2.26 1.37 3.24  C2 1.206
2 C -1.27 1.12 2.58  O1 1.206, N3 1.367, C18 1.523
3 N -1.11 1.40 1.26  C2 1.367, C4 1.387, C36 1.420
4 C 0.11 1.02 0.70  N3 1.387, N5 1.261, S17 1.789
5 N 0.24 0.81 -0.54  C4 1.261, N6 1.305
6 N 1.25 0.25 -1.13  N5 1.305, C7 1.275
7 C 2.44 0.71 -1.20  N6 1.275, C8 1.429, H16 1.093
8 C 3.45 -0.01 -1.91  C7 1.429, C9 1.379, O12 1.350
9 C 4.79 0.28 -2.08  C8 1.379, C10 1.407, H15 1.071
10 C 5.33 -0.79 -2.82  C9 1.407, C11 1.367, H14 1.070
11 C 4.28 -1.64 -3.06  C10 1.367, O12 1.331, H13 1.072
12 O 3.16 -1.17 -2.52  C8 1.350, C11 1.331
13 H 4.23 -2.57 -3.58  C11 1.072
14 H 6.34 -0.91 -3.14  C10 1.070
15 H 5.31 1.13 -1.70  C9 1.071
16 H 2.73 1.66 -0.75  C7 1.093
17 S 1.30 0.71 2.00  C4 1.789, C18 1.813
18 C -0.06 0.40 3.15  C2 1.523, S17 1.813, H19 1.091, C20 1.545
19 H 0.20 0.81 4.13  C18 1.091
20 C -0.36 -1.11 3.27  C18 1.545, C21 1.502, H34 1.092, H35 1.091
21 C -0.56 -1.69 1.90  C20 1.502, C22 1.388, C26 1.391
22 C 0.54 -2.16 1.18  C21 1.388, C23 1.388, H33 1.080
23 C 0.38 -2.56 -0.14  C22 1.388, C24 1.388, N30 1.441
24 C -0.85 -2.50 -0.77  C23 1.388, C25 1.382, H29 1.078
25 C -1.95 -2.06 -0.05  C24 1.382, C26 1.386, H28 1.079
26 C -1.80 -1.66 1.27  C21 1.391, C25 1.386, H27 1.080
27 H -2.66 -1.31 1.83  C26 1.080
28 H -2.92 -2.01 -0.52  C25 1.079
29 H -0.93 -2.79 -1.80  C24 1.078
30 N 1.53 -3.04 -0.86  C23 1.441, O31 1.211, O32 1.213
31 O 1.35 -3.52 -1.96  N30 1.211
32 O 2.61 -2.96 -0.32  N30 1.213
33 H 1.52 -2.21 1.63  C22 1.080
34 H -1.26 -1.22 3.88  C20 1.092
35 H 0.47 -1.60 3.77  C20 1.091
36 C -2.11 2.00 0.45  N3 1.420, C37 1.389, C41 1.388
37 C -1.75 2.98 -0.47  C36 1.389, C38 1.382, H46 1.079
38 C -2.72 3.57 -1.25  C37 1.382, C39 1.385, H45 1.079
39 C -4.05 3.21 -1.11  C38 1.385, C40 1.384, H44 1.079
40 C -4.40 2.25 -0.18  C39 1.384, C41 1.384, H43 1.080
41 C -3.44 1.64 0.60  C36 1.388, C40 1.384, H42 1.077
42 H -3.72 0.90 1.33  C41 1.077
43 H -5.44 1.97 -0.06  C40 1.080
44 H -4.81 3.69 -1.72  C39 1.079
45 H -2.44 4.33 -1.97  C38 1.079
46 H -0.71 3.26 -0.58  C37 1.079